Molecular formula: C5H5F
Method: DFT, wB97M-V/def2-TZVPD

```
11
C5H5F | OMol25 | wB97M-V/def2-TZVPD
C 0.382 0.376 0.550
C -0.183 -1.381 -0.763
C 0.497 0.290 -0.642
C 0.394 -0.495 -1.851
C -0.065 0.782 1.901
F -1.590 -1.268 -0.793
H -0.248 -0.085 -2.620
H 1.370 -0.860 -2.178
H -0.012 1.909 2.026
H 0.559 0.282 2.590
H -1.104 0.450 1.780
```

* energy: -293.18271 a.u.
* energy relative to the best compared isomer or geometry (same formula, charge and spin): 418.3 kJ/mol

Molecular formula: C9H13NO2
Method: DFT, wB97M-V/def2-TZVPD

```
25
C9H13NO2 | OMol25 | wB97M-V/def2-TZVPD
C 3.392 0.293 -0.066
C 2.692 1.303 -0.569
C 2.762 -0.931 0.265
C 1.198 1.279 -0.746
C 1.438 -0.994 0.361
C 0.568 -0.030 -0.274
C -2.556 -1.196 0.782
C -1.853 2.006 0.823
C -1.440 -1.417 -0.273
N -0.673 -0.237 -0.435
O -1.289 2.885 0.304
O -1.940 -1.863 -1.597
H 4.401 0.360 0.128
H 3.153 2.265 -0.958
H 3.470 -1.755 0.643
H 0.869 2.159 -0.054
H 0.802 -1.911 0.536
H -3.441 -0.569 0.373
H -1.997 -0.621 1.527
H -3.147 -2.057 1.063
H -1.357 1.505 1.701
H -2.733 1.398 0.315
H -0.821 -2.282 0.015
H 1.038 1.653 -1.825
H -2.534 -1.245 -2.037
```

* energy: -555.83899 a.u.
* SMILES: C[C@@H](O)/N=C1\C=CC=CC1.C=O
* energy relative to the best compared isomer or geometry (same formula, charge and spin): 432.5 kJ/mol

Molecular formula: C27H60N3O15
Method: DFT, wB97M-V/def2-TZVPD

```
105
C27H60N3O15 | OMol25 | wB97M-V/def2-TZVPD
C -0.811 -0.486 -0.832
C 0.208 -0.025 0.192
O 0.547 -0.792 1.097
N 1.049 1.345 -0.002
H 1.177 1.499 0.933
H 1.838 1.116 -0.585
C 0.274 2.493 -0.527
H -1.880 -0.508 -0.532
H -0.614 -1.429 -1.221
H -0.815 0.397 -1.496
H 0.694 3.400 0.019
H -0.834 2.350 -0.264
H 0.326 2.388 -1.655
N 2.572 2.211 -4.788
O 1.485 2.092 -4.141
O 2.575 2.810 -5.942
O 3.564 1.536 -4.438
N -3.114 2.162 -3.105
O -3.762 2.298 -2.023
O -3.310 3.051 -3.971
O -2.211 1.341 -3.161
C -0.011 -4.515 -0.600
C 0.325 -5.820 -0.081
C 1.831 -5.923 0.556
O -0.519 -6.098 1.040
H -0.598 -4.546 -1.489
H 0.847 -4.291 -1.207
H -0.110 -3.712 -0.063
H 0.156 -6.725 -0.585
H 2.209 -5.294 0.941
H 2.541 -6.137 -0.171
H 1.907 -6.700 1.248
H -0.755 -6.909 0.975
C -0.984 7.302 1.111
C -0.216 6.449 0.068
C 1.207 6.097 0.519
O -0.934 5.278 -0.205
H -0.695 8.225 1.617
H -1.447 6.738 1.775
H -1.814 7.666 0.307
H -0.072 7.012 -0.856
H 1.482 5.381 -0.460
H 1.089 5.659 1.423
H 1.777 7.027 0.481
H -1.506 5.427 -0.927
C -2.224 -3.820 2.748
C -0.884 -3.436 3.499
C -1.006 -2.822 4.892
O -0.124 -4.620 3.383
H -2.963 -3.061 2.671
H -2.614 -4.364 3.447
H -2.189 -4.287 1.762
H -0.571 -2.624 2.826
H -1.552 -3.443 5.597
H -1.422 -1.945 5.042
H -0.140 -2.810 5.253
H 0.049 -4.841 2.455
C 3.943 0.096 0.346
C 4.063 0.009 -1.180
C 3.892 -1.352 -1.853
O 3.154 1.023 -1.760
H 3.044 -0.211 0.634
H 4.013 1.044 1.005
H 4.650 -0.931 0.558
H 5.044 0.478 -1.420
H 2.997 -1.825 -1.385
H 4.891 -1.932 -1.582
H 3.821 -0.968 -2.809
H 3.317 1.272 -2.696
C 0.352 3.067 3.566
C 1.813 2.663 3.647
C 2.015 1.022 3.841
O 2.307 2.807 2.219
H -0.356 2.464 3.127
H 0.198 3.889 2.899
H 0.049 3.066 4.584
H 2.224 3.281 4.390
H 1.702 1.004 4.959
H 3.046 0.584 3.734
H 1.361 0.190 3.199
H 2.668 3.679 2.064
C -5.079 -0.299 1.757
C -4.448 1.104 1.862
C -3.970 1.261 3.287
O -3.304 1.243 0.921
H -5.193 -0.710 0.685
H -6.205 -0.364 2.005
H -4.467 -1.097 2.168
H -5.158 1.669 1.617
H -3.418 0.469 3.702
H -4.831 1.231 4.198
H -3.686 2.193 3.428
H -3.677 1.408 0.126
C -0.466 -1.947 -4.546
C 0.776 -1.404 -5.237
C 1.148 -2.060 -6.552
O 2.054 -1.569 -7.265
C 0.369 -3.295 -6.930
C -0.734 -3.706 -6.143
C -1.061 -3.168 -4.892
O -1.987 -3.612 -4.153
H -0.578 -1.375 -3.420
H 1.241 -0.506 -4.948
H 0.745 -3.837 -7.866
H -1.307 -4.766 -6.459
```

* energy: -2356.79149 a.u.
* net charge: -1
* energy relative to the best compared isomer or geometry (same formula, charge and spin): 423.0 kJ/mol